(1)
27
Properties=species:S:1:pos:R:3 method="wB97M-V/def2-TZVPD" relative_energy_kj_mol=6.1 total_energy_ev=-37930.6637 smiles="C=[N+](c1nc2cccc(Cl)c2s1)C(C)C" e_homo_ev=-12.3 charge=+1
C -0.34 -2.25 -0.74
N -0.32 -1.12 -0.18
C 1.17 -0.62 0.03
N 1.33 0.62 -0.22
C 2.65 0.91 -0.31
C 3.20 2.23 -0.46
C 4.55 2.34 -0.30
C 5.41 1.27 0.04
C 4.82 0.03 0.22
Cl 5.79 -1.45 0.52
C 3.46 -0.18 0.00
S 2.65 -1.67 0.23
C -1.30 -0.29 0.47
C -2.07 -0.95 1.68
C -2.30 0.14 -0.69
H -1.18 -2.89 -1.02
H 0.62 -2.58 -1.07
H 2.69 3.04 -0.72
H 4.78 3.37 -0.28
H 6.44 1.35 0.00
H -0.71 0.62 0.90
H -3.11 -0.51 1.55
H -2.16 -2.10 1.55
H -1.73 -0.80 2.68
H -3.09 0.83 -0.22
H -2.94 -0.70 -0.95
H -1.67 0.71 -1.35



(2)
27
Properties=species:S:1:pos:R:3 method="wB97M-V/def2-TZVPD" relative_energy_kj_mol=313.5 total_energy_ev=-38494.2411 smiles="COc1ccc([C@@]2(Cl)CN(C)C2=S)cc1" e_homo_ev=-8.5
C -4.86 0.79 1.34
O -4.12 0.57 0.13
C -2.72 0.46 0.09
C -1.88 0.40 1.23
C -0.55 0.18 1.02
C -0.03 -0.14 -0.29
C 1.26 -0.73 -0.49
Cl 1.10 -2.50 -0.77
C 2.42 -0.25 -1.51
N 3.27 -0.06 -0.39
C 4.66 0.18 -0.31
C 2.54 -0.72 0.54
S 2.82 -1.21 2.02
C -0.89 -0.01 -1.34
C -2.23 0.30 -1.15
H -5.18 -0.28 1.70
H -5.73 1.32 1.13
H -4.31 1.33 2.15
H -2.35 0.21 2.24
H 0.11 -0.01 1.88
H 2.54 -1.01 -2.29
H 2.27 0.77 -1.98
H 5.23 -0.12 -1.09
H 4.97 1.23 -0.06
H 5.13 -0.43 0.58
H -0.56 -0.38 -2.29
H -2.90 0.11 -2.08



(3)
31
Properties=species:S:1:pos:R:3 method="wB97M-V/def2-TZVPD" total_energy_ev=-69425.9078 spin_multiplicity=2 e_homo_ev="-14.2 / -13.9" charge=+2
N 3.71 1.83 0.83
C 3.90 0.41 0.34
C 3.03 0.02 -1.00
O 4.02 -0.18 -2.10
C 2.17 -1.33 -0.64
C 0.55 -1.12 -0.51
C -0.44 -2.37 -1.01
C -2.09 -2.33 -0.90
C -2.78 -0.96 -0.31
C -1.80 0.26 0.17
C -0.16 0.22 0.11
O 0.60 1.37 0.62
C -2.79 1.45 0.71
O -2.35 2.56 1.32
N -4.16 0.97 0.30
O -5.03 1.45 1.22
C -4.34 -0.52 -0.06
O -5.46 -1.24 -0.16
H 2.99 2.35 0.28
H 3.51 1.83 1.86
H 5.06 0.30 0.08
H 3.70 -0.31 1.27
H 2.33 0.92 -1.35
H 4.03 0.70 -2.60
H 2.53 -1.89 0.33
H 2.35 -2.11 -1.53
H 0.02 -3.38 -1.45
H -2.77 -3.23 -1.22
H 0.92 1.19 1.55
H -4.96 2.45 1.14
Cu -6.26 0.70 2.74



(4)
27
Properties=species:S:1:pos:R:3 method="wB97M-V/def2-TZVPD" relative_energy_kj_mol=823.4 total_energy_ev=-44692.7789 spin_multiplicity=8 e_homo_ev="-4.5 / -9.0"
C -0.39 0.12 -1.16
C -1.58 0.83 -1.26
C -1.32 2.18 -1.64
C 0.07 2.40 -1.82
C 0.79 1.25 -1.54
Gd 2.49 -0.85 1.12
P 0.50 -2.78 1.36
H -0.22 -0.94 -0.95
H -2.57 0.42 -1.07
H -2.09 2.94 -1.78
H 1.87 1.04 -1.60
H 0.52 3.35 -2.12
H 0.53 -3.81 0.35
H -0.92 -2.58 1.31
H 0.49 -3.68 2.47
N 0.61 -2.84 5.47
C 0.51 -1.88 4.80
C 0.38 -0.70 3.97
C -0.83 -0.06 3.77
C -0.94 0.98 2.85
C 0.16 1.32 2.08
N 1.30 0.58 2.15
C 1.49 -0.29 3.21
H -1.70 -0.38 4.35
H -1.87 1.51 2.70
H 0.17 2.12 1.36
H 2.55 -0.51 3.50



(5)
27
Properties=species:S:1:pos:R:3 method="wB97M-V/def2-TZVPD" relative_energy_kj_mol=18.0 total_energy_ev=-18677.8147 smiles="N[C@@H](Cc1c[nH]c2ccccc12)C(=O)O" e_homo_ev=-7.9
N 3.80 0.42 -0.40
C 2.47 0.41 0.19
C 1.47 0.96 -0.85
C 0.06 1.09 -0.37
C -0.53 2.22 0.14
N -1.84 1.97 0.51
C -2.13 0.67 0.21
C -3.32 -0.05 0.39
C -3.32 -1.38 -0.01
C -2.17 -1.99 -0.55
C -1.01 -1.27 -0.72
C -0.97 0.08 -0.32
C 2.03 -0.97 0.62
O 2.25 -1.97 -0.01
O 1.34 -0.97 1.78
H 3.84 -0.34 -1.11
H 4.49 0.18 0.32
H 2.46 1.11 1.10
H 1.85 1.92 -1.19
H 1.50 0.28 -1.75
H -0.09 3.22 0.30
H -2.47 2.64 0.87
H -4.20 0.40 0.81
H -4.23 -1.96 0.11
H -2.23 -3.03 -0.85
H -0.14 -1.77 -1.14
H 1.05 -1.88 1.91



(6)
28
Properties=species:S:1:pos:R:3 method="wB97M-V/def2-TZVPD" relative_energy_kj_mol=968.2 total_energy_ev=-29502.8609 e_homo_ev=-7.8
C -1.55 -3.02 -0.54
C -1.84 -1.61 -0.39
C -3.10 -1.05 -0.19
S -3.21 0.54 0.04
C -1.48 0.36 -0.32
N -1.09 -0.72 -0.34
N -0.91 1.58 0.05
C 0.53 1.95 -0.38
O 0.88 3.07 -0.61
C 1.47 0.73 -0.07
C 1.40 0.09 1.01
O 2.38 -0.88 0.72
C 3.14 -0.85 -0.45
C 2.54 0.50 -0.87
H 2.78 0.89 -1.95
C 4.21 -1.52 -0.63
H 4.00 -2.69 -0.87
H 4.66 -1.15 -1.59
H 5.14 -1.39 -0.04
C 0.61 -0.18 2.34
H 0.09 0.71 2.33
H -0.23 -0.91 2.26
H 1.27 -0.37 3.12
H -1.44 2.60 0.01
H -4.17 -1.52 -0.35
H -0.78 -3.30 0.10
H -2.46 -3.85 -0.56
H -1.12 -2.95 -1.64



(7)
35
Properties=species:S:1:pos:R:3 method="wB97M-V/def2-TZVPD" relative_energy_kj_mol=65.2 total_energy_ev=-52784.5936 spin_multiplicity=4 e_homo_ev="-7.7 / -7.9"
Tc 0.29 0.66 -0.56
O 1.99 -2.47 2.03
C 1.11 -1.85 1.28
O 1.18 -0.67 1.04
C 0.01 -2.73 0.75
O -1.15 -1.94 0.66
C -1.96 -2.23 -0.46
C -1.26 -1.82 -1.78
O -1.44 -2.48 -2.78
O -0.49 -0.80 -1.69
H 2.66 -1.85 2.38
H -0.14 -3.59 1.41
H 0.31 -3.10 -0.25
H -2.87 -1.64 -0.33
H -2.22 -3.30 -0.51
S -1.79 1.36 0.42
C -2.42 2.58 -0.64
C -3.65 3.16 -0.35
C -4.21 4.08 -1.21
C -3.54 4.45 -2.38
C -2.32 3.90 -2.68
C -1.75 2.95 -1.82
S -0.23 2.24 -2.28
H -4.16 2.87 0.56
H -5.17 4.52 -0.98
H -3.98 5.17 -3.06
H -1.79 4.16 -3.58
N 2.38 0.29 -1.46
N 3.22 0.81 -0.45
C 2.72 1.87 0.38
O 3.54 2.52 0.98
O 1.45 1.97 0.40
H 2.60 -0.70 -1.62
H 2.47 0.79 -2.35
H 4.20 0.96 -0.71



(8)
26
Properties=species:S:1:pos:R:3 method="wB97M-V/def2-TZVPD" relative_energy_kj_mol=282.8 total_energy_ev=-25414.3659 smiles="Cc1cc(=S)n(-c2ccccc2)n1C" e_homo_ev=-7.3
C 1.67 -2.38 2.44
C 0.98 -1.14 1.93
C 0.08 -0.35 2.72
C -0.54 0.56 1.89
S -1.69 1.76 2.37
N -0.13 0.21 0.55
C -0.59 0.84 -0.54
C -0.82 2.23 -0.60
C -1.25 2.94 -1.72
C -1.56 2.13 -2.79
C -1.52 0.81 -2.80
C -0.99 0.18 -1.67
N 0.91 -0.84 0.58
C 1.41 -1.57 -0.63
H 1.38 -2.81 3.41
H 1.59 -3.21 1.74
H 2.80 -2.17 2.58
H -0.02 -0.66 3.71
H -0.42 2.84 0.21
H -1.14 3.98 -1.78
H -1.89 2.72 -3.65
H -1.75 0.19 -3.70
H -1.05 -0.95 -1.65
H 1.22 -1.00 -1.57
H 2.46 -1.79 -0.36
H 0.84 -2.50 -0.69



(9)
27
Properties=species:S:1:pos:R:3 method="wB97M-V/def2-TZVPD" relative_energy_kj_mol=196.6 total_energy_ev=-18109.9512 smiles="O=C/[NH+]=C1/CCN=C(c2ccccc2)N1" e_homo_ev=-12.5 charge=+1
O 3.33 1.14 -0.49
C 2.86 2.02 -1.18
N 1.58 2.26 -1.70
C 0.62 1.34 -1.31
C -0.88 1.66 -1.61
C -1.57 2.14 -0.07
N -1.23 1.07 0.80
C -0.29 0.24 0.66
C -0.27 -1.10 1.36
C -1.47 -1.48 2.02
C -1.50 -2.80 2.53
C -0.50 -3.65 2.15
C 0.63 -3.36 1.48
C 0.80 -2.03 1.12
N 0.69 0.39 -0.43
H 3.48 3.03 -1.41
H 1.53 2.91 -2.52
H -1.49 0.80 -1.68
H -1.07 2.49 -2.27
H -0.97 2.89 0.24
H -2.54 2.03 -0.15
H -2.18 -0.79 2.34
H -2.35 -3.26 2.97
H -0.62 -4.74 2.27
H 1.50 -4.02 1.50
H 1.73 -1.54 0.85
H 1.66 0.23 -0.10



(10)
26
Properties=species:S:1:pos:R:3 method="wB97M-V/def2-TZVPD" relative_energy_kj_mol=249.3 total_energy_ev=-17186.7869 e_homo_ev=-4.3 charge=-1
C -2.21 -0.71 -4.14
C -1.46 0.05 -3.06
O -0.37 -0.34 -2.59
O -2.12 1.06 -2.71
H -3.27 -0.45 -4.00
H -2.31 -1.80 -3.96
H -1.83 -0.48 -5.17
C 2.20 -2.32 2.37
C 2.20 -1.01 0.13
C 1.85 -1.16 1.45
C 0.52 0.57 0.59
C 0.85 -0.19 1.80
C -0.54 1.55 0.53
C 0.18 0.20 3.00
C -1.05 1.90 1.71
C -0.75 1.20 2.80
N 1.30 -0.03 -0.43
H 3.09 -1.46 -0.38
H 1.06 -0.11 -1.34
H 1.53 -2.18 3.26
H 3.06 -2.55 3.00
H -0.84 2.12 -0.41
H 0.52 -0.19 3.92
H -1.77 2.77 1.82
H -1.18 1.41 3.85
H 2.03 -3.16 1.87



(11)
26
Properties=species:S:1:pos:R:3 method="wB97M-V/def2-TZVPD" relative_energy_kj_mol=73.3 total_energy_ev=-17188.6117 e_homo_ev=-4.6 charge=-1
C -0.42 -3.24 -2.01
C -1.04 -1.20 -0.58
C 0.94 -0.46 -0.02
C -0.17 -1.93 -1.34
C 1.13 -1.48 -0.94
C 1.99 0.45 0.36
C 3.20 0.09 -0.12
C 2.43 -1.98 -1.17
C 3.46 -1.13 -0.81
N -0.40 -0.32 0.27
H -0.80 0.55 0.75
H -2.12 -1.13 -0.61
H 1.75 1.29 0.98
H 0.35 -3.51 -2.75
H -1.36 -3.16 -2.55
H 4.07 0.74 -0.18
H 2.58 -2.98 -1.56
H 4.48 -1.39 -1.09
H -0.38 -4.09 -1.33
C -2.85 3.01 2.66
C -2.35 2.53 1.31
O -1.31 1.80 1.37
O -2.93 2.93 0.30
H -2.19 2.91 3.52
H -3.86 2.64 2.92
H -3.08 4.08 2.64



(12)
26
Properties=species:S:1:pos:R:3 method="wB97M-V/def2-TZVPD" relative_energy_kj_mol=226.3 total_energy_ev=-17187.0250 e_homo_ev=-4.3 charge=-1
C -1.75 -0.89 -2.76
C -0.91 -0.89 -0.32
C 0.94 0.34 -0.66
C -0.93 -0.34 -1.69
C 0.22 0.43 -1.89
C 2.02 1.30 -0.53
C 2.53 1.93 -1.68
C 0.73 0.99 -2.97
C 1.84 1.86 -2.88
N 0.18 -0.34 0.30
H 0.53 -0.82 1.17
H -1.63 -1.55 0.06
H 2.42 1.43 0.48
H -2.43 -0.24 -3.40
H -2.44 -1.63 -2.41
H 3.45 2.47 -1.46
H 0.37 0.83 -3.94
H 2.26 2.41 -3.72
H -1.07 -1.45 -3.54
C -0.42 -0.08 4.44
C -1.08 -1.01 3.30
O -0.35 -1.54 2.45
O -2.26 -1.14 3.37
H -1.19 0.66 4.88
H 0.10 0.76 3.99
H 0.04 -0.84 5.08



(13)
37
Properties=species:S:1:pos:R:3 method="wB97M-V/def2-TZVPD" relative_energy_kj_mol=18.2 total_energy_ev=-96698.7811 spin_multiplicity=2 e_homo_ev="-11.5 / -12.0" charge=+1
W 1.69 0.52 1.76
S 5.79 -0.38 2.65
Sb 4.33 1.18 3.15
S 3.27 1.81 0.87
S 1.65 -1.04 3.63
C -3.31 0.70 -4.73
C -2.70 0.68 -3.35
C -1.32 0.55 -3.19
C -0.76 0.51 -1.93
C -1.60 0.61 -0.82
C -2.97 0.75 -0.95
C -3.51 0.78 -2.23
S -0.91 0.60 0.76
O 0.07 -0.56 0.84
O -1.94 0.64 1.74
N 0.22 1.74 0.92
C -0.09 2.96 1.66
C 0.79 2.94 2.90
O 1.23 3.88 3.47
O 1.09 1.64 3.25
H -2.57 0.93 -5.49
H -4.12 1.43 -4.79
H -3.74 -0.28 -4.96
H -0.69 0.48 -4.06
H 0.31 0.41 -1.81
H -3.60 0.82 -0.07
H -4.58 0.89 -2.35
H -1.14 2.99 1.97
H 0.13 3.85 1.07
C 2.40 -5.11 1.14
O 2.63 -3.80 0.57
C 2.38 -2.72 1.26
S 1.59 -2.90 2.76
S 2.91 -1.27 0.57
H 2.98 -5.79 0.52
H 1.34 -5.34 1.08
H 2.75 -5.14 2.17



(14)
27
Properties=species:S:1:pos:R:3 method="wB97M-V/def2-TZVPD" relative_energy_kj_mol=580.3 total_energy_ev=-19785.7852 e_homo_ev="-8.7 / -8.7"
C -1.03 -1.30 0.15
C 0.32 -1.16 0.32
C -1.37 1.07 0.35
C -1.95 -0.20 0.09
C 0.73 0.10 0.51
C -0.04 1.21 0.51
C 4.06 -1.10 0.96
C -3.37 -0.33 0.21
C 0.64 2.54 0.87
C -5.19 -1.75 -0.69
C 4.27 -0.30 -1.19
O 2.97 -0.64 1.26
O -4.05 0.28 0.97
O -3.87 -1.34 -0.61
O 4.81 -1.00 -0.01
H -1.42 -2.38 0.00
H 0.90 -2.01 0.47
H -1.92 1.95 0.15
H 1.35 2.64 0.05
H -0.08 3.31 1.01
H 1.25 2.46 1.82
H -5.67 -1.62 0.23
H -5.27 -2.75 -1.08
H -5.88 -1.15 -1.39
H 3.91 0.72 -0.82
H 5.09 -0.23 -1.96
H 3.31 -0.84 -1.56



(15)
34
Properties=species:S:1:pos:R:3 method="wB97M-V/def2-TZVPD" relative_energy_kj_mol=82.1 total_energy_ev=-205660.6227 e_homo_ev=-6.4
Mg 0.45 -0.60 1.05
O 5.41 -0.51 4.94
C 4.50 -0.82 4.23
S 2.87 -1.17 4.79
C 2.14 -1.47 3.21
C 2.97 -1.41 2.15
S 2.54 -1.64 0.49
S 4.65 -1.00 2.47
S 0.43 -1.72 3.17
Br -6.33 -1.46 0.38
C -4.45 -1.24 0.40
C -3.61 -2.33 0.16
C -2.25 -2.11 0.18
N -1.71 -0.92 0.41
C -2.51 0.11 0.65
C -3.89 0.00 0.65
H -4.02 -3.31 -0.03
H -1.56 -2.93 0.00
H -2.02 1.06 0.84
H -4.52 0.86 0.84
C 0.74 3.37 -2.48
As 0.75 1.62 -1.62
C 2.37 0.73 -2.24
C -0.75 0.66 -2.44
S 0.60 1.97 0.43
H 0.78 3.29 -3.56
H 1.61 3.94 -2.13
H -0.16 3.91 -2.18
H 2.48 0.83 -3.32
H 2.33 -0.33 -1.96
H 3.23 1.18 -1.74
H -0.70 0.74 -3.52
H -1.69 1.08 -2.09
H -0.70 -0.39 -2.14



(16)
34
Properties=species:S:1:pos:R:3 method="wB97M-V/def2-TZVPD" relative_energy_kj_mol=355.2 total_energy_ev=-36002.3720 e_homo_ev="-12.2 / -12.1" charge=+1
O -0.58 2.46 -5.36
C -1.72 2.41 -5.30
Be 1.32 0.09 -1.93
O 0.11 2.53 -2.16
C -0.36 1.41 -2.24
C -2.18 0.12 -3.69
O -1.93 -1.01 -3.86
C 2.40 1.45 -2.41
O 3.15 2.32 -2.51
C -1.80 1.23 -2.77
O -2.61 2.16 -2.67
H 2.31 -0.66 -1.63
C 1.10 -1.69 2.56
N 1.21 -0.21 2.57
C -0.08 0.36 3.00
N -1.21 -0.06 2.12
C -1.28 -1.54 2.11
N -0.01 -2.17 1.70
C 0.25 -1.96 0.29
P 0.42 -0.14 -0.05
C 1.64 0.32 1.28
C -1.11 0.51 0.78
H 0.90 -2.02 3.59
H 2.04 -2.12 2.19
H -0.01 1.46 2.97
H -0.29 0.01 4.02
H -2.07 -1.83 1.40
H -1.53 -1.88 3.12
H 1.19 -2.43 -0.03
H -0.56 -2.34 -0.35
H 1.71 1.42 1.31
H 2.62 -0.08 0.98
H -1.99 0.25 0.17
H -1.05 1.61 0.82



(17)
35
Properties=species:S:1:pos:R:3 method="wB97M-V/def2-TZVPD" relative_energy_kj_mol=49.0 total_energy_ev=-97019.6698 e_homo_ev=-10.7 charge=+1
Sr -0.41 0.26 -0.94
O -4.64 1.54 4.09
C -3.91 1.45 2.97
C -3.47 2.55 2.24
C -2.72 2.33 1.11
N -2.40 1.11 0.66
C -2.84 0.09 1.38
Br -2.34 -1.64 0.74
C -3.59 0.17 2.53
H -4.80 2.46 4.34
H -3.70 3.56 2.55
H -2.36 3.17 0.52
H -3.90 -0.71 3.07
C 2.59 -4.79 -1.90
N 1.74 -3.64 -2.16
C 1.40 -2.71 -1.26
N 1.86 -2.83 0.00
O 0.65 -1.76 -1.59
H 2.74 -5.33 -2.83
H 2.14 -5.47 -1.18
H 3.58 -4.47 -1.54
H 1.30 -3.55 -3.06
H 2.55 -3.52 0.24
H 1.77 -2.02 0.59
N 2.67 -0.15 4.69
C 2.80 0.28 3.63
N 3.02 0.78 2.40
C 2.05 0.73 1.58
N 1.21 0.70 0.76
C 1.38 3.92 -4.20
C 0.74 2.88 -3.42
N 0.23 2.06 -2.80
H 2.40 4.07 -3.84
H 0.82 4.85 -4.11
H 1.42 3.62 -5.25